Record 1
A structure of composition C8H24O4S4Sn at a distorted geometry. Source: OMol25; level of theory: ωB97M-V/def2-TZVPD.

The geometry in XYZ format:
```
41
C8H24O4S4Sn (ωB97M-V/def2-TZVPD)
Sn -0.57 -0.22 -0.55
C -0.68 5.24 -1.14
S 0.30 3.73 -0.77
O -0.67 2.56 -0.81
C 1.16 3.75 -2.40
H -1.38 5.27 -0.31
H -1.31 5.27 -2.03
H 0.07 6.04 -1.14
H 1.90 4.54 -2.46
H 0.46 3.92 -3.21
H 1.62 2.76 -2.49
C 0.02 -3.28 3.81
S 0.90 -1.95 2.93
O -0.12 -1.13 2.14
C 1.37 -1.01 4.44
H -0.94 -2.90 4.15
H 0.57 -3.48 4.73
H -0.14 -4.16 3.20
H 0.50 -0.89 5.08
H 1.70 -0.03 4.10
H 2.17 -1.55 4.94
C -4.75 -2.36 -1.22
S -3.70 -1.90 -2.63
O -2.33 -1.97 -1.99
C -4.06 -3.33 -3.66
H -5.00 -1.50 -0.58
H -4.13 -3.00 -0.60
H -5.67 -2.78 -1.63
H -4.08 -4.27 -3.10
H -3.30 -3.34 -4.44
H -5.05 -3.23 -4.11
C 3.39 1.01 -1.13
S 3.48 -0.49 -0.12
O 2.09 -1.08 0.00
C 3.88 0.34 1.46
H 4.40 1.28 -1.46
H 3.13 1.79 -0.41
H 2.81 0.79 -2.02
H 4.88 0.78 1.38
H 3.96 -0.30 2.34
H 3.11 1.08 1.70
```

Output
**HOMO**: -14.8 eV
**Charge**: +2
**Energy relative to the best compared isomer or geometry (same formula, charge and spin)**: 76.8 kJ/mol

***

Record 2
A structure of composition C8H24O4S4Tl at a distorted geometry. Source: OMol25; level of theory: ωB97M-V/def2-TZVPD.

The geometry in XYZ format:
```
41
C8H24O4S4Tl (ωB97M-V/def2-TZVPD)
Tl 2.47 -14.27 -12.00
C 2.50 -18.48 -8.84
S 1.66 -17.37 -9.96
O 2.70 -16.97 -10.98
C 0.46 -18.48 -10.75
H 3.09 -19.15 -9.47
H 1.94 -18.96 -8.04
H 3.24 -17.87 -8.31
H 0.26 -18.13 -11.76
H -0.44 -18.45 -10.13
H 0.88 -19.48 -10.77
C -2.21 -15.59 -12.97
S -1.65 -15.31 -11.27
O -0.18 -14.99 -11.34
C -2.65 -13.89 -10.80
H -1.78 -16.51 -13.36
H -1.83 -14.80 -13.63
H -3.29 -15.62 -13.09
H -3.55 -13.89 -11.42
H -2.16 -12.98 -11.16
H -2.95 -13.94 -9.76
C 1.28 -11.01 -16.19
S 2.57 -11.90 -15.23
O 1.96 -12.25 -13.88
C 2.66 -13.41 -16.22
H 1.50 -10.95 -17.25
H 1.24 -10.01 -15.76
H 0.32 -11.51 -16.06
H 2.98 -13.13 -17.22
H 1.74 -13.99 -16.30
H 3.41 -14.11 -15.84
C 5.90 -11.14 -9.83
S 4.42 -10.53 -10.73
O 3.56 -11.71 -11.14
C 3.55 -9.76 -9.34
H 6.51 -11.67 -10.56
H 5.45 -11.96 -9.25
H 6.36 -10.38 -9.21
H 4.07 -8.96 -8.80
H 3.19 -10.48 -8.61
H 2.64 -9.30 -9.74
```

Output
**HOMO**: -17.1 eV
**Charge**: +3
**Energy relative to the best compared isomer or geometry (same formula, charge and spin)**: 0.0 kJ/mol

***

Record 3
A cluster of 4 separate species, C8H24O8 in total at a distorted geometry. Source: OMol25; level of theory: ωB97M-V/def2-TZVPD.

The geometry in XYZ format:
```
40
C8H24O8 (ωB97M-V/def2-TZVPD)
C 3.89 0.73 -0.82
C 3.84 -0.79 -0.85
O 5.10 -1.39 -0.94
O 4.29 1.21 0.48
H 2.92 1.16 -1.06
H 4.66 1.05 -1.52
H 3.31 -0.95 -1.80
H 3.19 -1.11 -0.03
H 4.96 -2.34 -0.86
H 5.02 1.82 0.39
C 0.55 -3.49 -0.21
C 1.59 -3.58 -1.31
O 2.82 -3.98 -0.74
O 0.99 -2.59 0.82
H 0.44 -4.48 0.25
H -0.37 -3.06 -0.61
H 1.76 -2.60 -1.77
H 1.30 -4.20 -2.17
H 2.95 -4.92 -0.62
H 1.96 -2.71 0.87
C -5.42 2.93 0.56
C -4.98 1.50 0.26
O -3.67 1.42 -0.27
O -5.56 3.72 -0.61
H -4.63 3.33 1.22
H -6.36 2.89 1.12
H -5.67 1.03 -0.44
H -5.09 0.95 1.21
H -3.11 1.94 0.33
H -4.89 4.41 -0.59
C -0.65 2.16 1.03
C -0.39 0.81 0.39
O 0.00 -0.05 1.44
O -1.78 2.08 1.90
H -0.83 2.98 0.34
H 0.24 2.41 1.62
H 0.40 0.88 -0.36
H -1.36 0.49 -0.02
H 0.34 -0.89 1.08
H -1.74 1.21 2.31
```

Output
**HOMO**: -9.7 eV
**Energy relative to the best compared isomer or geometry (same formula, charge and spin)**: 50.0 kJ/mol
**SMILES**: OCCO.OCCO.OCCO.OCCO